Record 1
C20H46OP4Tc | the ωB97M-V functional and the def2-TZVPD basis

Computed properties:
Net charge = +4
ΔE to the lowest compared entry with this formula, charge and spin = 0.00 kcal/mol
Total energy = -2309.5732 Ha
F_max = 0.0692 Eh/bohr
2S+1 = 4
Expectation value of S² = 3.96
HOMO-LUMO gap (spin up / spin down) = 5.939 / 6.232 eV

```
72
C20H46OP4Tc (the ωB97M-V functional and the def2-TZVPD basis)
Tc 0.212 0.101 1.297
P 0.462 -1.849 0.010
P 2.609 0.044 1.909
P -1.950 0.508 0.316
H 1.781 2.257 0.279
C 0.729 2.054 0.491
C 0.259 2.212 1.855
H 0.982 2.508 2.630
C 1.104 -1.454 -1.658
C 1.645 -3.103 0.620
C -0.984 -2.904 -0.364
C 3.260 1.537 2.761
C 3.370 -1.254 2.961
C 3.677 0.059 0.413
C -2.686 2.171 0.626
C -3.481 -0.481 0.577
C -1.907 0.542 -1.523
H 0.077 2.373 -0.328
H -0.717 2.687 2.021
H 1.267 -2.391 -2.204
H 2.054 -0.912 -1.586
H 0.394 -0.838 -2.220
H 1.549 -4.005 -0.001
H 1.406 -3.367 1.661
H 2.678 -2.740 0.569
H -0.612 -3.823 -0.840
H -1.681 -2.407 -1.047
H -1.516 -3.180 0.557
H 4.350 1.438 2.872
H 2.797 1.621 3.756
H 3.042 2.445 2.181
H 4.459 -1.219 2.803
H 3.008 -2.258 2.712
H 3.160 -1.058 4.020
H 4.690 0.324 0.739
H 3.321 0.820 -0.292
H 3.701 -0.915 -0.087
H -3.631 2.262 0.068
H -2.003 2.963 0.297
H -2.891 2.307 1.697
H -4.227 -0.164 -0.173
H -3.898 -0.291 1.575
H -3.311 -1.557 0.460
H -2.857 0.961 -1.885
H -1.778 -0.454 -1.957
H -1.086 1.181 -1.867
C -0.714 0.320 -5.716
C -0.102 0.535 -6.974
C 0.035 1.848 -7.424
C -0.457 2.923 -6.661
C -1.159 2.680 -5.473
C -1.334 1.369 -5.019
O -0.658 -0.874 -5.037
H -0.182 -1.530 -5.579
H 0.269 -0.310 -7.548
H 0.534 2.042 -8.374
H -0.308 3.951 -6.997
H -1.580 3.496 -4.884
H -1.899 1.139 -4.108
C -1.827 -1.935 3.227
P -0.666 -0.525 3.337
C -1.646 0.737 4.242
C 0.481 -1.135 4.627
H -2.721 -1.645 2.669
H -2.131 -2.236 4.227
H -1.345 -2.783 2.724
H -1.839 0.387 5.262
H -1.092 1.683 4.298
H -2.610 0.924 3.750
H -0.105 -1.409 5.514
H 1.019 -2.028 4.290
H 1.211 -0.377 4.931
```

Results of the Löwdin charge analysis, in e, for atoms 1 through 6: number 1, Tc, carries 0.747; number 2, P, carries 0.688; number 3, P, carries 0.753; number 4, P, carries 0.749; number 5, H, carries 0.069; number 6, C, carries -0.207



Record 2
C20H47BFO3S | the ωB97M-V functional and the def2-TZVPD basis

Computed properties:
Net charge = -1
Total energy = -1538.8708 Ha
F_max = 0.0107 Eh/bohr
2S+1 = 1
HOMO-LUMO gap = 6.621 eV

```
73
C20H47BFO3S (the ωB97M-V functional and the def2-TZVPD basis)
C -2.043 -1.944 -1.013
C -2.085 -0.652 -1.832
S -3.575 0.332 -1.498
C -2.961 1.950 -0.855
B -3.035 2.206 0.788
C -4.609 2.328 1.270
C -5.407 1.026 1.314
C -6.267 0.880 2.555
O -6.285 0.950 0.155
C -2.269 0.971 1.529
C -0.766 0.890 1.315
F -2.482 1.003 2.956
C -2.272 3.667 1.076
C -2.965 4.829 0.350
C -2.149 4.019 2.573
C -0.752 3.835 3.172
H -1.528 -1.812 -0.064
H -1.559 -2.754 -1.563
H -3.065 -2.258 -0.800
H -2.072 -0.897 -2.893
H -1.223 -0.022 -1.625
H -1.931 2.042 -1.214
H -3.571 2.676 -1.389
H -4.681 2.798 2.257
H -5.170 2.983 0.595
H -4.741 0.165 1.254
H -5.644 0.771 3.442
H -6.902 -0.005 2.464
H -6.916 1.750 2.658
H -5.985 0.218 -0.379
H -2.685 0.005 1.228
H -0.293 1.867 1.273
H -0.544 0.319 0.414
H -0.319 0.340 2.150
H -1.261 3.628 0.647
H -3.986 4.963 0.710
H -2.981 4.687 -0.730
H -2.431 5.768 0.542
H -2.856 3.433 3.158
H -2.414 5.074 2.714
H -0.533 2.785 3.352
H -0.001 4.226 2.480
H -0.644 4.382 4.110
C 1.079 -4.314 0.682
C 1.805 -3.455 -0.338
O 1.793 -2.072 -0.051
C 2.397 -1.687 1.171
C 3.863 -2.075 1.282
H 0.045 -3.984 0.787
H 1.082 -5.356 0.359
H 1.549 -4.271 1.666
H 1.313 -3.549 -1.307
H 2.839 -3.801 -0.472
H 1.829 -2.076 2.024
H 2.300 -0.603 1.201
H 4.007 -3.157 1.284
H 4.278 -1.686 2.213
H 4.434 -1.658 0.451
C 7.583 -0.975 -3.757
C 6.806 -2.122 -4.382
O 6.485 -3.163 -3.481
C 5.679 -2.794 -2.373
C 4.326 -2.214 -2.742
H 8.497 -1.343 -3.289
H 7.854 -0.250 -4.526
H 7.002 -0.449 -3.000
H 7.412 -2.599 -5.153
H 5.902 -1.744 -4.874
H 6.223 -2.104 -1.717
H 5.542 -3.719 -1.811
H 4.414 -1.270 -3.282
H 3.746 -2.023 -1.839
H 3.768 -2.910 -3.370
```

Results of the Löwdin charge analysis, in e, for atoms 1 through 6: number 1, C, carries -0.177; number 2, C, carries -0.546; number 3, S, carries 0.857; number 4, C, carries -0.369; number 5, B, carries -0.677; number 6, C, carries -0.089



Record 3
C20H47BrFN2O9Si2 | the ωB97M-V functional and the def2-TZVPD basis

Computed properties:
Net charge = -1
Total energy = -4829.9503 Ha
F_max = 0.1090 Eh/bohr
2S+1 = 1
HOMO-LUMO gap = 6.739 eV

```
82
C20H47BrFN2O9Si2 (the ωB97M-V functional and the def2-TZVPD basis)
C 1.750 2.564 -1.188
C 0.308 1.859 -1.397
O -0.363 1.617 -0.368
N -0.066 1.525 -2.781
C -1.016 2.517 -3.379
Si -0.633 -0.173 -2.905
C 0.869 -1.332 -3.124
C 2.243 -0.614 -3.539
N 3.407 -0.933 -2.643
O -1.861 -0.446 -4.088
Si -3.426 -0.666 -3.397
F -4.524 -1.205 -4.644
C -4.107 0.928 -2.589
C -4.521 2.092 -3.594
O -4.724 3.240 -3.100
Br -4.798 1.915 -5.541
C -3.504 -2.038 -2.046
O -4.601 -2.058 -1.361
O -2.520 -2.966 -1.821
H 2.244 2.068 -0.272
H 2.406 2.440 -2.120
H 1.555 3.678 -1.028
H -1.910 2.670 -2.688
H -1.345 2.236 -4.447
H -0.449 3.519 -3.454
H -1.230 -0.506 -1.591
H 1.088 -1.933 -2.161
H 0.585 -2.131 -3.909
H 2.192 0.520 -3.639
H 2.528 -1.016 -4.586
H 3.874 -0.028 -2.440
H 3.109 -1.322 -1.738
H -3.344 1.251 -1.790
H -5.052 0.614 -2.002
C -0.243 2.516 4.971
C 0.475 3.277 3.868
C -0.349 3.308 2.591
O 1.733 2.657 3.605
H -0.417 1.476 4.679
H 0.366 2.492 5.880
H -1.205 2.978 5.208
H 0.679 4.299 4.199
H -0.527 2.296 2.215
H 0.183 3.848 1.803
H -1.315 3.794 2.756
H 1.563 1.752 3.312
C 3.169 -4.061 1.406
C 4.194 -2.947 1.257
C 4.743 -2.517 2.607
O 3.586 -1.829 0.612
H 2.316 -3.729 2.006
H 2.774 -4.353 0.429
H 3.610 -4.941 1.882
H 5.013 -3.285 0.617
H 3.944 -2.131 3.250
H 5.469 -1.708 2.486
H 5.231 -3.351 3.119
H 2.859 -1.522 1.170
C -8.052 4.753 -4.921
C -8.668 4.257 -3.622
C -8.598 5.319 -2.535
O -7.979 3.089 -3.187
H -6.994 4.998 -4.783
H -8.099 3.977 -5.689
H -8.571 5.643 -5.290
H -9.711 3.975 -3.794
H -7.559 5.583 -2.315
H -9.033 4.945 -1.605
H -9.133 6.225 -2.833
H -7.053 3.329 -3.032
C 7.414 -5.930 6.641
C 6.264 -5.493 5.746
C 5.380 -6.671 5.367
O 6.786 -4.891 4.563
H 8.053 -6.656 6.129
H 8.047 -5.076 6.896
H 7.045 -6.381 7.566
H 5.666 -4.735 6.260
H 5.949 -7.423 4.811
H 4.565 -6.345 4.715
H 4.950 -7.144 6.254
H 7.317 -5.554 4.101
```

Results of the Löwdin charge analysis, in e, for atoms 1 through 6: number 1, C, carries -0.016; number 2, C, carries -0.438; number 3, O, carries 0.020; number 4, N, carries -0.194; number 5, C, carries -0.111; number 6, Si, carries 0.540



Record 4
C20H47F2N13O30S | the ωB97M-V functional and the def2-TZVPD basis

Computed properties:
ΔE to the lowest compared entry with this formula, charge and spin = 206.44 kcal/mol
Total energy = -4355.7405 Ha
F_max = 0.1967 Eh/bohr
2S+1 = 1
HOMO-LUMO gap = 8.387 eV

```
113
C20H47F2N13O30S (the ωB97M-V functional and the def2-TZVPD basis)
C 0.566 0.809 3.391
O -0.653 0.501 2.626
C -0.725 -0.912 2.226
C -1.498 -1.900 3.279
C -0.562 -3.186 3.793
C 0.575 -2.734 4.886
C -0.050 -1.933 6.207
N 1.014 -1.678 7.252
C 2.072 -0.699 6.792
O 2.105 0.521 7.396
F 3.125 -0.946 5.778
C 0.442 -1.277 8.594
O 1.248 -1.432 9.674
F -0.890 -0.681 8.847
O -0.818 -0.728 5.857
S -2.138 -1.074 4.832
O -2.973 0.229 4.569
O -3.169 -2.087 5.468
H 0.322 1.188 4.496
H 1.107 1.701 2.861
H 1.302 -0.096 3.490
H -1.322 -0.954 1.194
H 0.359 -1.337 1.966
H -2.402 -2.400 2.698
H -1.291 -3.946 4.351
H -0.056 -3.761 2.899
H 1.385 -2.117 4.309
H 1.119 -3.721 5.268
H -0.817 -2.709 6.690
C 2.185 0.213 -1.172
N 1.683 -0.920 -0.348
O 2.127 -1.024 0.801
O 0.857 -1.672 -0.878
H 2.902 0.788 -0.582
H 2.666 -0.211 -2.056
H 1.326 0.829 -1.444
C 4.893 2.227 -4.698
N 3.831 1.800 -3.747
O 3.408 0.643 -3.854
O 3.454 2.638 -2.920
H 5.126 1.394 -5.365
H 4.506 3.077 -5.264
H 5.769 2.507 -4.110
C -0.488 -3.642 -3.217
N -1.010 -3.854 -4.594
O -0.320 -4.534 -5.362
O -2.098 -3.331 -4.864
H 0.471 -4.155 -3.119
H -0.367 -2.566 -3.072
H -1.220 -4.056 -2.520
C -2.762 1.804 8.182
N -3.723 2.936 8.278
O -4.134 3.420 7.218
O -4.038 3.306 9.415
H -2.576 1.586 7.129
H -1.840 2.112 8.681
H -3.215 0.944 8.680
C 0.749 -6.303 -8.123
N 1.830 -6.144 -9.134
O 2.940 -6.609 -8.853
O 1.532 -5.557 -10.180
H 1.151 -6.835 -7.258
H 0.413 -5.304 -7.840
H -0.056 -6.876 -8.588
C -0.269 3.537 -3.443
N -0.771 2.405 -2.619
O -0.327 2.300 -1.470
O -1.597 1.653 -3.150
H 0.447 4.113 -2.853
H 0.212 3.113 -4.327
H -1.128 4.153 -3.715
C -1.947 4.614 1.279
N -0.867 4.773 0.269
O 0.244 4.308 0.550
O -1.165 5.360 -0.778
H -1.546 4.082 2.145
H -2.283 5.613 1.563
H -2.752 4.041 0.814
C 1.961 7.311 -4.981
N 2.446 5.913 -4.828
O 1.605 5.010 -4.904
O 3.658 5.761 -4.636
H 0.881 7.294 -5.143
H 2.204 7.846 -4.061
H 2.474 7.745 -5.842
C -5.727 -4.032 2.137
N -4.309 -3.597 2.253
O -3.483 -4.446 2.605
O -4.066 -2.413 1.988
H -5.794 -5.090 2.399
H -6.316 -3.426 2.829
H -6.038 -3.870 1.103
C -1.513 -2.138 -7.786
N -1.283 -0.861 -8.515
O -1.077 0.150 -7.834
O -1.314 -0.911 -9.750
H -1.458 -1.947 -6.712
H -2.505 -2.500 -8.063
H -0.734 -2.838 -8.094
C -2.345 3.041 -7.147
N -2.430 4.084 -6.089
O -1.879 5.168 -6.318
O -3.046 3.787 -5.060
H -1.778 3.438 -7.991
H -1.840 2.175 -6.715
H -3.365 2.795 -7.449
C 4.706 -1.217 8.696
N 6.180 -1.306 8.875
O 6.807 -2.003 8.069
O 6.667 -0.673 9.819
H 4.418 -1.819 7.832
H 4.240 -1.600 9.606
H 4.456 -0.166 8.534
```

Results of the Löwdin charge analysis, in e, for atoms 1 through 6: number 1, C, carries -0.100; number 2, O, carries -0.235; number 3, C, carries -0.168; number 4, C, carries -0.260; number 5, C, carries -0.153; number 6, C, carries -0.110



Record 5
C20H48BFN2O7P | the ωB97M-V functional and the def2-TZVPD basis

Computed properties:
Net charge = +1
Total energy = -1892.5870 Ha
F_max = 0.1105 Eh/bohr
2S+1 = 1
HOMO-LUMO gap = 5.861 eV

```
80
C20H48BFN2O7P (the ωB97M-V functional and the def2-TZVPD basis)
N -5.302 -0.288 -2.245
P -3.766 -0.612 -1.838
C -3.613 -0.295 0.050
C -4.694 -1.077 1.058
C -4.513 -0.725 2.680
F -5.440 -1.357 3.664
C -3.308 0.341 3.128
N -2.376 1.025 2.121
B -1.341 2.015 2.628
O 0.070 1.560 2.782
O -1.780 3.427 2.911
C -2.459 0.744 0.623
H -5.368 0.493 -2.939
H -3.457 -1.986 -2.145
H -2.847 0.231 -2.568
H -5.520 -1.815 0.665
H -3.148 0.597 4.259
H 0.493 1.651 1.877
H -2.770 3.349 3.125
H -1.719 1.263 -0.135
C 1.744 3.613 4.861
C 2.901 3.262 3.939
C 4.132 4.096 4.253
O 2.511 3.487 2.586
H 1.455 4.663 4.746
H 0.861 3.014 4.616
H 2.007 3.436 5.909
H 3.141 2.198 4.038
H 3.928 5.164 4.116
H 4.953 3.841 3.573
H 4.467 3.933 5.282
H 2.295 4.429 2.489
C -4.356 -6.496 -3.597
C -4.656 -5.122 -3.019
C -5.912 -4.524 -3.633
O -3.552 -4.255 -3.264
H -4.185 -6.437 -4.678
H -3.443 -6.909 -3.155
H -5.181 -7.191 -3.411
H -4.778 -5.199 -1.933
H -5.796 -4.396 -4.715
H -6.108 -3.531 -3.216
H -6.783 -5.160 -3.448
H -3.436 -4.182 -4.226
C 3.535 -2.482 4.147
C 3.235 -1.108 4.725
C 1.979 -0.510 4.111
O 4.339 -0.241 4.480
H 3.705 -2.423 3.066
H 4.448 -2.895 4.589
H 2.710 -3.177 4.333
H 3.113 -1.185 5.811
H 2.095 -0.382 3.029
H 1.783 0.483 4.528
H 1.108 -1.146 4.296
H 4.455 -0.168 3.518
C -2.043 -2.472 -7.672
C -1.525 -2.273 -6.257
C -0.031 -1.991 -6.249
O -1.789 -3.444 -5.489
H -1.555 -3.327 -8.152
H -3.117 -2.686 -7.662
H -1.869 -1.582 -8.285
H -2.059 -1.442 -5.783
H 0.529 -2.829 -6.678
H 0.330 -1.862 -5.223
H 0.203 -1.086 -6.819
H -1.319 -4.186 -5.902
C 5.823 3.323 -0.166
C 5.071 4.635 -0.323
C 5.648 5.716 0.578
O 3.698 4.434 0.002
H 5.753 2.951 0.863
H 5.389 2.551 -0.811
H 6.881 3.441 -0.423
H 5.117 4.963 -1.367
H 5.572 5.429 1.633
H 5.089 6.651 0.463
H 6.700 5.905 0.343
H 3.648 4.142 0.927
```

Results of the Löwdin charge analysis, in e, for atoms 1 through 6: number 1, N, carries -0.327; number 2, P, carries 0.713; number 3, C, carries -0.200; number 4, C, carries 0.113; number 5, C, carries 0.006; number 6, F, carries -0.033